(1)
ORCA calculation (ωB97M-V/def2-TZVPD) on a single C3H7NO molecule in a non-equilibrium geometry.

Element x y z (Å)
N -0.75 0.77 -1.71
C -0.20 -0.36 -0.90
C -0.27 0.07 0.53
C 0.36 -0.79 1.41
O 1.02 0.45 1.04
H -1.90 0.52 -2.09
H -0.08 0.72 -2.68
H 0.81 -0.63 -1.08
H -0.75 -1.31 -1.11
H -1.22 0.62 0.73
H 0.01 -0.69 2.48
H 0.90 -1.71 1.24

For the energy relative to the best compared isomer or geometry (same formula, charge and spin), the calculation gives 373.0 kJ/mol. The calculation puts the electronic energy at -6758.8848 eV.

Mulliken atomic charge list, values in e, 2 entries: N -0.691; C -0.586

(2)
ORCA calculation (ωB97M-V/def2-TZVPD) on a molecular structure, C31H33ClMgN2O2Si2 in a non-equilibrium geometry.

Element x y z (Å)
C 4.87 -2.43 -2.62
C 3.98 -1.59 -3.37
C 3.85 -0.36 -2.67
H 3.60 -1.82 -4.37
C 4.62 -0.44 -1.49
C 5.24 -1.71 -1.44
H 6.02 -2.02 -0.74
H 5.35 -3.33 -2.98
H 3.36 0.54 -3.05
H 4.79 0.38 -0.79
Mg 2.94 -2.39 -1.41
Si -2.97 1.04 2.85
C -4.49 1.05 1.80
C -5.77 0.99 2.38
H -5.88 0.87 3.46
C -6.91 1.10 1.56
H -7.91 1.08 2.02
C -6.78 1.22 0.17
H -7.67 1.29 -0.46
C -5.50 1.23 -0.41
H -5.40 1.29 -1.49
C -4.37 1.15 0.40
H -3.38 1.17 -0.06
C -2.55 2.78 3.37
C -3.14 3.86 2.69
H -3.97 3.69 2.00
C -2.65 5.16 2.86
H -3.08 5.98 2.29
C -1.60 5.40 3.77
H -1.20 6.41 3.88
C -1.10 4.34 4.54
H -0.31 4.54 5.27
C -1.59 3.05 4.37
H -1.22 2.23 4.99
H -1.88 0.57 1.98
Si 0.76 -0.91 -0.40
C 1.52 0.76 -0.11
C 1.07 1.88 -0.83
H 0.24 1.79 -1.53
C 1.67 3.13 -0.64
H 1.32 4.00 -1.21
C 2.71 3.29 0.29
H 3.17 4.27 0.46
C 3.14 2.17 1.03
H 3.93 2.28 1.78
C 2.54 0.92 0.84
H 2.85 0.08 1.46
C -0.56 -0.78 -1.70
C -0.20 -0.77 -3.07
H 0.84 -0.94 -3.38
C -1.17 -0.51 -4.04
H -0.89 -0.45 -5.09
C -2.51 -0.31 -3.66
H -3.26 -0.06 -4.42
C -2.88 -0.44 -2.32
H -3.93 -0.33 -2.03
C -1.92 -0.71 -1.35
H -2.22 -0.87 -0.31
H -3.12 0.14 4.02
Cl -0.12 -1.48 1.39
C 3.26 -7.14 -1.60
O 3.72 -6.32 -0.46
C 3.40 -5.03 -0.53
O 2.92 -4.47 -1.55
N 3.66 -4.35 0.62
N 3.20 -2.98 0.67
H 3.53 -8.15 -1.31
H 3.77 -6.83 -2.52
H 2.17 -7.04 -1.71
H 3.78 -4.87 1.48
H 2.38 -2.89 1.28
H 3.93 -2.43 1.15

The calculation puts the electronic energy at -73481.9089 eV.

Mulliken atomic charge list, values in e, 2 entries: C -0.645; C -0.821

(3)
ORCA calculation (ωB97M-V/def2-TZVPD) on 9 unconnected molecules or ions with the total composition C20H43BBr16N2O2 in a non-equilibrium geometry.

Element x y z (Å)
N -0.66 -1.17 0.64
C -0.30 -0.18 -0.39
C -0.15 1.20 0.24
C -1.42 2.07 0.24
C -2.70 1.32 0.69
B -3.57 0.79 -0.50
O -4.40 -0.33 -0.43
N -4.20 -1.16 0.70
O -5.14 -1.19 1.39
H -0.73 -2.10 0.24
H 0.11 -1.23 1.31
H 0.69 -0.45 -0.79
H -1.00 -0.20 -1.23
H 0.15 1.07 1.29
H 0.63 1.76 -0.28
H -1.57 2.57 -0.73
H -1.26 2.89 0.96
H -2.42 0.56 1.42
H -3.34 2.05 1.21
H -3.59 1.32 -1.55
Br -4.78 2.04 -4.04
C -5.92 3.49 -3.44
C -5.12 4.61 -2.84
Br -4.46 4.17 -1.05
H -6.63 3.06 -2.75
H -6.44 3.84 -4.33
H -5.74 5.50 -2.72
H -4.24 4.86 -3.43
Br -1.48 -4.61 0.97
C -0.11 -5.94 1.35
C 1.08 -5.31 2.04
Br 2.18 -4.30 0.79
H 0.15 -6.40 0.41
H -0.58 -6.67 2.00
H 1.73 -6.08 2.45
H 0.79 -4.63 2.82
Br 0.78 -7.73 5.23
C -0.20 -6.77 6.60
C -1.30 -5.93 6.01
Br -0.61 -4.32 5.17
H 0.52 -6.18 7.15
H -0.62 -7.53 7.25
H -1.98 -5.58 6.79
H -1.87 -6.46 5.25
Br -0.39 -2.28 -3.33
C 0.14 -1.13 -4.81
C 0.45 0.27 -4.35
Br -1.20 1.22 -3.96
H -0.67 -1.17 -5.53
H 1.03 -1.60 -5.24
H 0.94 0.83 -5.14
H 1.05 0.29 -3.45
Br 3.17 0.15 -1.36
C 3.69 -1.71 -1.62
C 4.87 -1.84 -2.55
Br 4.39 -1.59 -4.41
H 2.81 -2.23 -1.98
H 3.96 -2.08 -0.63
H 5.29 -2.85 -2.49
H 5.66 -1.12 -2.33
Br 8.71 -0.34 -1.56
C 8.00 0.75 -0.11
C 7.76 -0.08 1.13
Br 6.16 -1.16 0.94
H 7.10 1.22 -0.49
H 8.75 1.51 0.08
H 7.58 0.56 1.98
H 8.58 -0.76 1.35
Br 8.86 3.18 3.14
C 7.73 4.74 2.92
C 6.74 4.56 1.79
Br 7.60 4.75 0.06
H 8.39 5.59 2.77
H 7.20 4.86 3.86
H 5.98 5.33 1.82
H 6.27 3.58 1.80
Br -8.12 2.55 -0.39
C -9.27 4.11 -0.63
C -10.18 3.98 -1.82
Br -9.25 4.28 -3.50
H -8.61 4.98 -0.70
H -9.85 4.18 0.29
H -10.96 4.74 -1.78
H -10.64 3.00 -1.88

The calculation puts the electronic energy at -1149868.2448 eV.

Mulliken atomic charge list, values in e, 2 entries: N -0.378; C 1.145

(4)
ORCA calculation (ωB97M-V/def2-TZVPD) on a single C3H5N3O molecule.

Element x y z (Å)
N 2.06 -0.14 0.14
C 0.67 0.00 0.04
C -0.10 1.11 -0.06
N -1.44 0.69 -0.04
C -1.51 -0.69 0.08
O -2.51 -1.38 0.15
N -0.18 -1.09 0.12
H 2.48 -0.55 -0.68
H 2.48 0.77 0.31
H 0.21 2.07 -0.41
H -2.23 1.27 0.18
H 0.08 -2.06 0.18

For the energy relative to the best compared isomer or geometry (same formula, charge and spin), the calculation gives 25.2 kJ/mol. The calculation puts the electronic energy at -9710.3225 eV.

Mulliken atomic charge list, values in e, 2 entries: N -0.527; C 0.359

(5)
ORCA calculation (ωB97M-V/def2-TZVPD) on a molecular structure, C33H27FeN2O3S in a non-equilibrium geometry.

Element x y z (Å)
C -0.80 2.79 5.70
C 0.04 1.70 5.95
C 0.47 0.90 4.90
C 0.04 1.16 3.59
C 0.53 0.24 2.47
C 1.91 0.63 1.98
C 2.78 -0.38 1.54
C 4.03 -0.05 1.01
C 4.42 1.29 0.92
C 3.55 2.30 1.36
C 2.30 1.98 1.89
C -0.50 0.08 1.33
C -1.80 -0.45 1.91
C -2.70 -1.10 0.89
N -1.91 -2.07 0.15
C -2.46 -3.15 -0.56
C -1.49 -3.84 -1.28
C -1.84 -4.97 -2.02
C -3.18 -5.39 -2.03
C -4.15 -4.68 -1.30
C -3.80 -3.55 -0.55
S 0.08 -3.12 -1.10
C -0.60 -1.79 -0.15
N 0.04 -0.73 0.23
C -0.78 2.27 3.34
C -1.20 3.08 4.40
H -1.14 3.42 6.53
H 0.37 1.47 6.97
H 1.14 0.05 5.07
H 0.63 -0.77 2.92
H 2.45 -1.42 1.58
H 4.69 -0.85 0.68
H 5.40 1.55 0.51
H 3.85 3.35 1.30
H 1.62 2.76 2.23
H -0.68 1.07 0.88
H -1.56 -1.18 2.70
H -2.33 0.37 2.40
H -3.52 -1.63 1.38
H -3.13 -0.35 0.21
H -1.06 -5.49 -2.57
H -3.46 -6.27 -2.61
H -5.19 -5.02 -1.33
H -4.54 -3.00 0.03
H -1.08 2.51 2.31
H -1.85 3.93 4.19
O -1.18 2.22 -6.46
C -0.52 1.99 -5.54
Fe 0.06 1.69 -3.90
C -0.83 3.03 -3.11
O -1.56 3.75 -2.56
C -1.27 0.61 -3.46
O -2.18 -0.03 -3.10
C 1.55 0.62 -1.35
C 1.79 -0.59 -1.97
C 1.54 -0.84 -3.31
C 1.24 0.10 -4.34
C 2.01 1.32 -4.46
C 2.06 2.14 -3.35
C 1.37 1.81 -2.13
H 1.62 0.72 -0.27
H 2.19 -1.40 -1.37
H 1.58 -1.90 -3.62
H 0.86 -0.35 -5.28
H 2.45 1.60 -5.42
H 2.56 3.12 -3.42
H 1.09 2.69 -1.51

The calculation puts the electronic energy at -88992.7665 eV. Its spin multiplicity is 5. Its net charge is +1. The expectation value of S² is 6.125.

Mulliken atomic charge list, values in e, 2 entries: C -0.502; C -0.761

Please write out number 4 again, unchanged.
ORCA calculation (ωB97M-V/def2-TZVPD) on a single C3H5N3O molecule.

Element x y z (Å)
N 2.06 -0.14 0.14
C 0.67 0.00 0.04
C -0.10 1.11 -0.06
N -1.44 0.69 -0.04
C -1.51 -0.69 0.08
O -2.51 -1.38 0.15
N -0.18 -1.09 0.12
H 2.48 -0.55 -0.68
H 2.48 0.77 0.31
H 0.21 2.07 -0.41
H -2.23 1.27 0.18
H 0.08 -2.06 0.18

For the energy relative to the best compared isomer or geometry (same formula, charge and spin), the calculation gives 25.2 kJ/mol. The calculation puts the electronic energy at -9710.3225 eV.

Mulliken atomic charge list, values in e, 2 entries: N -0.527; C 0.359

> Which of these has the lowest electronic energy?

C20H43BBr16N2O2

> The lowest electronic energy belongs to which entry?

C20H43BBr16N2O2

> Among the records above, which one has the lowest electronic energy?

C20H43BBr16N2O2